No. 1
{
  "formula": "C14H12Br6N2O4",
  "method": "the ωB97M-V functional and the def2-TZVPD basis",
  "e_homo_ev": -9.979,
  "relative_energy_kj_mol": 3.9,
  "total_charge": 0,
  "orbital_gap_ev": 9.2,
  "elements": ["C", "C", "C", "C", "C", "C", "N", "O", "O", "H", "H", "H", "H", "H", "C", "C", "C", "C", "C", "C", "N", "O", "O", "H", "H", "H", "H", "H", "C", "Br", "Br", "Br", "H", "C", "Br", "Br", "Br", "H"],
  "xyz": [[3.980880, -4.318702, 2.616623], [2.837546, -5.119934, 2.631030], [1.581286, -4.551345, 2.729597], [1.512616, -3.169676, 2.821752], [2.627975, -2.357256, 2.818271], [3.875746, -2.931936, 2.674777], [0.193228, -2.527263, 2.912436], [-0.714536, -3.200768, 3.364861], [0.089781, -1.374436, 2.535145], [4.948832, -4.765044, 2.429020], [3.002023, -6.173540, 2.443328], [0.713460, -5.193342, 2.683774], [2.485091, -1.293163, 2.943392], [4.781000, -2.342770, 2.628671], [-1.374643, 4.097199, -1.132301], [-2.440503, 4.149583, -2.008278], [-2.313932, 4.800166, -3.220747], [-1.104702, 5.368327, -3.554327], [-0.025450, 5.304685, -2.700021], [-0.192966, 4.715272, -1.454619], [-0.984638, 6.097359, -4.824539], [0.129339, 6.238563, -5.289814], [-2.002354, 6.545495, -5.308561], [-1.559536, 3.681727, -0.149545], [-3.399711, 3.670223, -1.862712], [-3.099200, 4.789389, -3.963138], [0.928465, 5.786672, -2.864325], [0.664139, 4.630063, -0.800731], [-0.452484, -4.057989, -0.554538], [-2.330811, -3.801302, -0.236831], [0.476579, -2.377127, -0.576901], [-0.139951, -5.007392, -2.215255], [-0.095423, -4.686690, 0.246750], [-2.400912, -0.181187, 0.838732], [-2.287125, 1.585270, 1.599588], [-2.908270, -0.070801, -1.008985], [-3.571655, -1.314605, 1.866048], [-1.429181, -0.643724, 0.942376]],
  "atomic_forces_ev_per_a": [[-0.301, 0.249, -0.524], [0.873, 0.157, -0.376], [0.189, -0.212, -0.089], [-0.133, -0.118, 0.058], [-0.123, 0.315, 0.018], [0.210, -0.545, 0.317], [-0.222, -0.278, 0.287], [0.118, 0.203, -0.259], [0.022, -0.052, 0.161], [-0.005, -0.071, 0.217], [-0.413, -0.078, 0.261], [-0.209, 0.270, 0.145], [0.082, 0.023, -0.180], [-0.115, 0.184, 0.049], [-0.993, 0.182, 0.827], [-0.521, -0.055, -0.890], [0.046, -0.260, -0.504], [0.244, 0.159, 0.072], [0.419, 0.446, 0.692], [0.614, -0.506, -0.419], [0.249, 0.135, 0.074], [-0.030, -0.049, 0.030], [-0.127, -0.093, -0.123], [0.349, -0.236, -0.122], [0.139, -0.101, 0.588], [-0.153, 0.182, 0.159], [-0.142, -0.008, -0.596], [-0.068, 0.231, 0.150], [-0.306, -0.120, -0.477], [0.142, -0.151, -0.072], [0.109, -0.082, 0.060], [-0.010, 0.001, 0.198], [0.251, 0.111, 0.044], [-0.104, -0.087, 0.244], [0.012, -0.083, 0.164], [0.054, -0.074, -0.007], [-0.237, 0.289, 0.068], [0.090, 0.123, -0.243]],
  "mulliken_charge": [-0.43, -0.54, -0.26, 0.25, -0.45, -0.53, 1.02, -0.54, -0.55, 0.37, 0.35, 0.53, 0.42, 0.39, -0.14, -0.44, -0.41, 0.24, -0.30, -0.51, 0.90, -0.57, -0.55, 0.21, 0.39, 0.40, 0.40, 0.37, -0.08, 0.02, -0.05, -0.05, 0.15, 0.25, -0.07, 0.02, -0.04, -0.17]
}

=====

No. 2
{
  "formula": "C14H12Cl2F6N2O8PdS2",
  "method": "the ωB97M-V functional and the def2-TZVPD basis",
  "e_homo_ev": -15.810,
  "relative_energy_kj_mol": 74.0,
  "total_charge": 2,
  "orbital_gap_ev": 6.2,
  "elements": ["Pd", "Cl", "C", "C", "C", "Cl", "C", "O", "C", "C", "O", "C", "H", "H", "H", "O", "C", "O", "C", "N", "C", "C", "C", "H", "H", "H", "H", "H", "H", "H", "H", "H", "F", "C", "F", "F", "S", "O", "O", "N", "S", "O", "O", "C", "F", "F", "F"],
  "xyz": [[-0.106579, -0.167780, 0.600772], [6.445460, 2.902243, 0.485721], [4.941414, 2.419231, -0.029757], [4.784208, 1.889488, -1.307244], [3.528224, 1.498557, -1.695466], [3.224025, 0.891955, -3.201479], [2.327644, 1.617748, -0.754394], [1.232842, 1.318098, -1.131550], [2.609218, 2.149512, 0.602751], [1.583445, 2.177605, 1.672369], [0.612683, 1.464697, 1.709377], [3.842030, 2.562022, 0.917404], [5.632763, 1.798831, -1.972017], [1.822354, 2.814031, 2.536322], [4.079773, 2.963473, 1.895971], [-1.476143, 0.888033, -0.384095], [-2.672810, 0.625360, 0.013449], [-2.991626, -0.060462, 0.972388], [-3.774132, 1.231846, -0.859881], [-5.078955, 0.746233, -0.274085], [-5.698007, -0.198467, -1.273301], [-5.227204, 0.366762, -2.600603], [-3.767992, 0.732106, -2.315927], [-3.745785, 2.317563, -0.790140], [-5.707494, 1.520964, -0.073797], [-4.820596, 0.273136, 0.610796], [-6.773448, -0.231265, -1.123465], [-5.273072, -1.181870, -1.078135], [-5.810228, 1.250763, -2.866196], [-5.331641, -0.355770, -3.406417], [-3.379924, 1.490852, -2.989716], [-3.129399, -0.147623, -2.400953], [1.866327, -4.489211, 1.838097], [0.714407, -4.396235, 1.208302], [0.820737, -4.742842, -0.050984], [-0.203617, -5.112173, 1.814924], [0.105138, -2.609313, 1.330609], [-0.563300, -2.249933, 0.059963], [-0.643047, -2.526532, 2.532604], [1.275029, -1.453039, 1.425649], [2.720854, -1.440734, 0.680528], [2.890570, -0.118229, 0.133356], [2.952717, -2.606877, -0.097632], [3.841194, -1.468517, 2.152084], [3.632624, -0.350826, 2.856452], [5.090409, -1.485180, 1.720648], [3.598931, -2.518242, 2.906712]],
  "atomic_forces_ev_per_a": [[-0.138, -0.080, -0.401], [0.103, 0.026, 0.013], [-0.263, 0.013, 0.035], [0.025, 0.093, 0.005], [0.023, 0.167, 0.039], [-0.026, -0.030, 0.012], [-0.462, 0.357, -0.610], [-0.240, 0.764, -0.444], [0.320, 0.860, 0.014], [0.632, -0.181, 0.060], [-0.677, 0.039, 0.046], [0.198, 0.206, 0.016], [-0.002, -0.002, 0.009], [-0.177, 0.117, -0.082], [-0.007, -0.009, -0.012], [-0.115, -0.163, 0.255], [-0.082, 0.050, -0.033], [0.087, -0.049, 0.010], [0.046, 0.026, -0.025], [-0.001, -0.007, 0.038], [0.000, -0.002, -0.010], [0.011, -0.006, 0.007], [-0.009, 0.005, 0.001], [0.018, 0.001, -0.013], [0.003, 0.002, 0.019], [-0.001, 0.000, -0.017], [-0.002, 0.007, -0.005], [-0.011, -0.006, 0.001], [0.001, -0.001, -0.001], [0.000, -0.001, 0.002], [0.007, -0.001, 0.002], [-0.002, -0.005, -0.004], [0.066, 0.039, 0.015], [-0.049, 0.012, -0.099], [0.081, 0.027, -0.020], [0.054, 0.024, -0.084], [-0.584, -0.099, 0.404], [0.104, 0.277, 0.078], [0.092, -0.271, -0.029], [0.520, 0.294, -0.116], [-0.769, -1.286, 0.651], [0.984, -1.568, 0.433], [0.178, 0.249, -0.071], [0.050, 0.023, 0.250], [0.004, -0.031, -0.101], [0.034, 0.029, -0.068], [-0.025, 0.091, -0.169]],
  "mulliken_charge": [0.57, -0.02, 0.62, -0.78, 0.55, 0.01, 0.55, -0.46, 0.68, -0.34, -0.42, -0.73, 0.50, 0.43, 0.47, -0.57, 0.64, -0.68, -0.20, -0.07, -0.58, -0.63, -0.63, 0.39, 0.39, 0.31, 0.40, 0.29, 0.31, 0.37, 0.39, 0.30, -0.15, 0.59, -0.17, -0.16, 1.66, -0.69, -0.60, -0.52, 1.06, -0.60, -0.59, 0.71, -0.21, -0.20, -0.17]
}

=====

No. 3
{
  "formula": "C14H12Cl5GeN3NiO7",
  "method": "the ωB97M-V functional and the def2-TZVPD basis",
  "e_homo_ev": [-12.306, -12.695],
  "relative_energy_kj_mol": 0.0,
  "total_charge": 1,
  "orbital_gap_ev": [7.7, 6.9],
  "spin_multiplicity": 4,
  "elements": ["Ni", "C", "C", "C", "C", "C", "C", "C", "H", "H", "H", "H", "H", "H", "H", "H", "Cl", "C", "Cl", "H", "H", "O", "N", "O", "C", "C", "C", "C", "O", "C", "C", "N", "O", "O", "N", "O", "O", "H", "H", "Cl", "Ge", "Cl", "Cl"],
  "xyz": [[-0.609775, -1.111450, -0.944124], [-4.104188, -1.801408, -0.284736], [-3.145745, -0.893508, 0.446551], [-2.152846, -1.398585, 1.279367], [-1.458072, -0.548879, 2.152361], [-1.697266, 0.804588, 2.150051], [-2.629964, 1.332068, 1.258887], [-3.343599, 0.494339, 0.423488], [-3.699540, -2.799279, -0.439987], [-4.418393, -1.379467, -1.244071], [-5.009416, -1.913505, 0.315739], [-2.006576, -2.470388, 1.364086], [-0.739868, -0.973454, 2.847028], [-1.167212, 1.455456, 2.834284], [-2.813652, 2.400038, 1.235943], [-4.106270, 0.907596, -0.230027], [-1.598906, -2.928217, -2.212105], [-2.204831, -1.736402, -3.402451], [-2.064759, -0.103112, -2.691837], [-3.249608, -1.940560, -3.588789], [-1.593037, -1.789429, -4.293434], [5.594808, 2.273622, 2.188402], [5.114955, 1.160849, 2.237216], [5.623008, 0.191434, 2.759352], [3.800803, 0.971812, 1.596446], [3.229371, -0.268875, 1.594385], [2.005613, -0.446922, 0.969999], [1.309128, 0.599533, 0.296199], [0.160940, 0.489458, -0.250475], [1.990300, 1.852762, 0.345896], [3.187486, 2.046585, 0.986457], [1.447971, 3.030263, -0.347320], [0.802003, 2.866390, -1.394146], [1.711482, 4.116987, 0.089823], [1.461765, -1.794318, 1.070262], [1.930941, -2.556458, 1.861641], [0.513939, -2.164567, 0.337134], [3.725146, -1.093892, 2.083425], [3.657748, 3.019686, 0.991414], [0.542236, 0.941985, -5.238990], [1.338827, 1.030934, -3.241484], [3.452318, 1.298049, -3.337413], [1.212734, -1.171760, -2.574448]],
  "atomic_forces_ev_per_a": [[0.376, 0.197, 0.700], [-0.007, 0.092, 0.043], [-0.174, 0.045, -0.277], [0.108, -0.080, 0.239], [0.135, -0.222, 0.030], [0.031, 0.081, 0.050], [-0.102, 0.038, -0.110], [-0.053, 0.156, -0.002], [-0.007, 0.015, 0.032], [0.058, -0.021, 0.065], [0.004, 0.016, -0.012], [-0.017, -0.004, -0.060], [-0.049, 0.008, -0.040], [-0.019, -0.009, -0.017], [-0.004, -0.065, 0.002], [0.054, -0.023, 0.044], [-0.091, -0.137, -0.155], [0.046, 0.087, 0.120], [-0.115, -0.080, -0.116], [-0.082, -0.034, -0.025], [0.089, 0.010, -0.021], [-0.140, -0.117, -0.018], [0.208, 0.047, 0.070], [-0.156, 0.069, -0.084], [0.282, 0.006, 0.089], [0.007, -0.123, 0.151], [-0.144, -0.306, -0.080], [-0.165, -0.089, 0.090], [-0.081, 0.316, -0.223], [-0.080, 0.136, -0.155], [-0.018, 0.173, -0.095], [-0.160, -0.003, -0.676], [0.258, -0.190, 0.457], [-0.043, -0.027, 0.231], [-0.055, 0.221, -0.108], [0.085, -0.019, 0.061], [-0.041, -0.134, -0.175], [0.021, -0.030, 0.006], [0.002, 0.022, 0.012], [-0.026, 0.026, -0.003], [0.008, -0.160, 0.027], [-0.003, 0.079, 0.073], [0.058, 0.034, -0.140]],
  "mulliken_spin": [1.69, 0.00, 0.00, 0.03, 0.00, 0.00, 0.01, 0.00, 0.00, 0.00, 0.00, 0.00, 0.00, 0.00, 0.00, 0.00, 0.04, 0.00, 0.04, 0.00, 0.00, 0.00, 0.00, 0.00, 0.00, 0.00, -0.01, 0.03, 0.07, 0.02, 0.01, -0.01, 0.03, 0.02, 0.00, 0.00, 0.06, 0.00, 0.00, 0.15, 0.56, 0.12, 0.15]
}

=====

- Which formula does entry 3 have?
  C14H12Cl5GeN3NiO7